One molecule with the formula C20H19FN2O3. Source: the OMol25 dataset; level of theory: the ωB97M-V functional and the def2-TZVPD basis.

Each line ends with the Mulliken charge.
Geometry (Å):
O -1.331 -0.645 -1.372  -0.660
C -1.433 -0.427 -0.187  0.220
C -0.241 -0.155 0.713  -0.501
C -0.227 1.288 1.233  -0.567
C -0.364 2.338 0.129  -0.838
C 0.691 2.278 -0.977  -0.667
C 2.135 2.474 -0.495  -0.956
N 2.820 1.222 -0.248  0.262
C 3.269 0.404 -1.281  0.296
O 3.156 0.648 -2.453  -0.628
C 3.908 -0.758 -0.614  0.362
C 4.493 -1.890 -1.140  -0.527
C 5.019 -2.819 -0.247  -0.471
C 4.958 -2.612 1.122  -0.510
C 4.368 -1.469 1.653  -0.525
C 3.845 -0.550 0.767  0.270
C 3.159 0.743 1.005  0.286
O 2.922 1.301 2.049  -0.655
N -2.618 -0.390 0.492  -0.024
C -3.910 -0.557 0.000  0.032
C -4.216 -0.805 -1.335  -0.329
C -5.534 -0.956 -1.730  -0.715
C -6.568 -0.866 -0.815  -0.416
C -6.286 -0.619 0.519  -0.574
C -4.972 -0.469 0.902  0.626
F -4.683 -0.225 2.210  -0.327
H 0.658 -0.358 0.130  0.053
H -0.257 -0.845 1.559  0.519
H 0.697 1.449 1.789  0.219
H -1.051 1.431 1.938  0.550
H -1.343 2.233 -0.344  0.382
H -0.329 3.326 0.597  0.424
H 0.614 1.335 -1.517  0.363
H 0.463 3.071 -1.691  0.380
H 2.705 3.003 -1.264  0.396
H 2.165 3.047 0.435  0.497
H 4.537 -2.043 -2.207  0.503
H 5.483 -3.716 -0.628  0.401
H 5.375 -3.351 1.790  0.398
H 4.317 -1.301 2.717  0.514
H -2.571 -0.209 1.486  0.265
H -3.413 -0.877 -2.049  0.485
H -5.751 -1.148 -2.769  0.383
H -7.592 -0.987 -1.132  0.372
H -7.066 -0.542 1.260  0.432

## Properties
strongest force on any atom: 0.68 eV/A
Kohn-Sham gap: 8.2 eV
LUMO: -0.43 eV
structure (SMILES): O=C(CCCCCN1C(=O)c2ccccc2C1=O)Nc1ccccc1F
HOMO: -8.7 eV
2S+1: 1